# 1
{
  "formula": "C28H37Cl2CrN6O10PS",
  "method": "ωB97M-V/def2-TZVPD",
  "total_energy_ha": -4874.29819,
  "homo_ev": [-9.18, -9.55],
  "multiplicity": 4,
  "charge": 1,
  "s2": 3.89,
  "species": ["Cr", "C", "C", "C", "C", "C", "C", "C", "C", "C", "C", "H", "H", "H", "H", "H", "H", "H", "H", "H", "H", "H", "H", "H", "H", "H", "N", "C", "P", "O", "O", "C", "N", "H", "H", "H", "H", "H", "H", "H", "H", "H", "H", "O", "C", "O", "C", "C", "C", "C", "C", "C", "N", "O", "O", "N", "O", "O", "H", "H", "H", "N", "C", "S", "N", "C", "C", "C", "C", "C", "C", "H", "H", "H", "H", "H", "H", "H", "H", "Cl", "C", "Cl", "C", "O", "O", "H"],
  "xyz": [[0.32, -0.96, -0.01], [0.90, -2.25, 1.76], [0.87, -3.10, 0.58], [2.21, -3.22, 0.12], [3.04, -2.51, 0.98], [2.25, -1.92, 1.99], [2.75, -1.07, 3.12], [4.53, -2.38, 0.85], [2.63, -4.08, -1.03], [-0.14, -4.18, 0.26], [-0.16, -2.18, 2.84], [3.26, -1.68, 3.88], [1.91, -0.56, 3.62], [3.47, -0.32, 2.77], [5.03, -3.32, 1.11], [4.93, -1.61, 1.50], [4.81, -2.15, -0.19], [2.14, -3.78, -1.97], [2.34, -5.12, -0.86], [3.71, -4.06, -1.18], [0.25, -5.14, 0.61], [-0.30, -4.27, -0.82], [-1.10, -4.01, 0.73], [0.20, -2.67, 3.75], [-1.08, -2.68, 2.53], [-0.42, -1.15, 3.10], [1.99, 2.27, 2.01], [3.00, 2.50, 0.92], [2.76, 1.26, -0.44], [2.19, 1.92, -1.65], [2.11, 0.11, 0.28], [4.46, 0.75, -0.95], [4.42, 0.70, -2.46], [1.17, 1.69, 1.69], [1.62, 3.15, 2.36], [2.40, 1.76, 2.79], [4.00, 2.41, 1.34], [2.89, 3.49, 0.49], [4.65, -0.26, -0.59], [5.23, 1.43, -0.60], [4.04, 1.58, -2.81], [3.68, -0.02, -2.69], [5.31, 0.48, -2.89], [-0.29, 0.88, 1.23], [-0.66, 1.38, 0.11], [-0.60, 0.71, -0.94], [-1.08, 2.82, 0.11], [-2.05, 3.29, 0.98], [-2.31, 4.64, 1.02], [-1.60, 5.55, 0.28], [-0.61, 5.06, -0.55], [-0.36, 3.71, -0.69], [0.30, 6.02, -1.21], [-0.14, 7.09, -1.54], [1.45, 5.65, -1.37], [-3.35, 5.14, 1.97], [-3.45, 6.34, 2.10], [-4.02, 4.31, 2.55], [-2.62, 2.62, 1.61], [-1.79, 6.62, 0.36], [0.39, 3.35, -1.38], [-2.15, -1.57, -2.43], [-2.82, -1.44, -1.29], [-2.03, -1.57, 0.22], [-4.15, -1.27, -1.40], [-5.17, -1.11, -0.41], [-6.40, -1.69, -0.70], [-7.45, -1.57, 0.20], [-7.28, -0.86, 1.38], [-6.06, -0.26, 1.65], [-5.01, -0.37, 0.75], [-1.14, -1.65, -2.40], [-2.59, -1.43, -3.32], [-4.52, -1.41, -2.33], [-6.54, -2.25, -1.62], [-8.41, -2.02, -0.04], [-8.10, -0.79, 2.09], [-5.93, 0.32, 2.55], [-4.07, 0.12, 0.96], [0.00, 0.02, -4.51], [1.12, -1.32, -4.21], [0.37, -2.88, -4.60], [1.54, -1.27, -2.73], [2.70, -0.91, -2.50], [0.63, -1.63, -1.90], [1.96, -1.20, -4.87]]
}

***

# 2
{
  "formula": "C28H37F21NiO16",
  "method": "ωB97M-V/def2-TZVPD",
  "total_energy_ha": -5898.41335,
  "homo_ev": [-8.12, -7.99],
  "multiplicity": 3,
  "s2": 2.00,
  "species": ["Ni", "O", "H", "O", "H", "C", "C", "O", "C", "O", "C", "F", "F", "F", "H", "H", "H", "H", "H", "C", "C", "O", "C", "O", "C", "F", "F", "F", "H", "H", "H", "H", "H", "C", "C", "O", "C", "O", "C", "F", "F", "F", "H", "H", "H", "H", "H", "C", "C", "O", "C", "O", "C", "F", "F", "F", "H", "H", "H", "H", "H", "C", "C", "O", "C", "O", "C", "F", "F", "F", "H", "H", "H", "H", "H", "C", "C", "O", "C", "O", "C", "F", "F", "F", "H", "H", "H", "H", "H", "C", "C", "O", "C", "O", "C", "F", "F", "F", "H", "H", "H", "H", "H"],
  "xyz": [[3.03, -0.56, 0.08], [4.92, -0.41, 0.02], [5.89, -0.41, -0.11], [1.13, -0.73, 0.20], [0.23, -0.97, -0.08], [0.60, 3.96, 1.38], [0.90, 3.16, 0.11], [2.17, 3.55, -0.21], [3.06, 2.62, -0.55], [2.89, 1.41, -0.75], [4.34, 3.42, -0.88], [4.95, 3.68, 0.25], [5.10, 2.70, -1.65], [4.04, 4.60, -1.49], [-0.36, 3.59, 1.74], [0.52, 4.99, 1.03], [1.32, 3.71, 2.15], [0.20, 3.38, -0.70], [0.79, 2.08, 0.24], [6.73, -2.00, 3.82], [5.74, -2.33, 2.62], [4.56, -3.05, 2.94], [3.49, -3.12, 2.15], [3.34, -2.47, 1.12], [2.48, -4.15, 2.70], [1.66, -4.44, 1.70], [3.11, -5.27, 3.04], [1.71, -3.66, 3.66], [7.66, -1.52, 3.54], [6.97, -2.97, 4.27], [6.19, -1.44, 4.58], [6.16, -2.91, 1.79], [5.36, -1.44, 2.11], [-3.61, 3.06, -1.01], [-4.03, 4.45, -1.41], [-5.45, 4.39, -1.26], [-6.11, 5.55, -1.46], [-5.55, 6.64, -1.68], [-7.64, 5.36, -1.18], [-8.18, 6.29, -0.36], [-8.22, 5.40, -2.36], [-7.89, 4.17, -0.62], [-3.96, 2.80, -0.01], [-2.52, 3.07, -1.01], [-3.90, 2.33, -1.76], [-3.95, 4.73, -2.46], [-3.69, 5.28, -0.80], [-0.52, 0.66, -3.86], [0.69, 0.24, -2.93], [1.53, -0.61, -3.64], [2.68, -1.12, -3.12], [3.13, -0.96, -1.99], [3.39, -1.96, -4.18], [3.80, -3.11, -3.66], [2.69, -2.20, -5.25], [4.44, -1.25, -4.62], [-0.17, 0.85, -4.88], [-0.95, 1.59, -3.48], [-1.29, -0.08, -4.12], [0.34, -0.26, -2.03], [1.23, 1.12, -2.58], [-7.17, 0.89, -1.19], [-5.98, 0.04, -1.64], [-5.19, -0.36, -0.56], [-4.00, -0.91, -0.69], [-3.51, -1.27, -1.83], [-3.29, -1.04, 0.62], [-2.63, -2.18, 0.78], [-2.39, -0.05, 0.73], [-4.10, -0.87, 1.61], [-7.07, 1.48, -0.28], [-7.97, 0.21, -0.89], [-7.62, 1.46, -2.00], [-5.40, 0.69, -2.29], [-6.39, -0.79, -2.21], [-1.02, 0.63, 3.73], [0.26, -0.03, 3.26], [1.32, 0.67, 3.86], [2.50, 0.95, 3.19], [2.84, 0.63, 2.04], [3.45, 1.79, 3.99], [3.93, 2.92, 3.34], [2.99, 1.98, 5.18], [4.54, 0.99, 4.17], [-0.99, 1.68, 3.47], [-1.13, 0.67, 4.81], [-1.90, 0.04, 3.46], [0.38, 0.10, 2.19], [0.27, -1.07, 3.59], [-0.44, -3.36, -2.42], [0.39, -3.48, -1.10], [0.51, -4.89, -0.87], [-0.43, -5.66, -0.12], [-1.45, -5.13, 0.40], [-0.07, -7.18, -0.01], [0.57, -7.62, -1.05], [0.58, -7.38, 1.12], [-1.10, -7.95, 0.16], [-0.44, -2.29, -2.63], [-1.46, -3.73, -2.31], [0.05, -3.82, -3.28], [-0.03, -2.99, -0.22], [1.44, -3.20, -1.17]]
}

***

# 3
{
  "formula": "C28H38CaF8N2O4",
  "method": "ωB97M-V/def2-TZVPD",
  "total_energy_ha": -2975.96118,
  "homo_ev": -12.50,
  "charge": 2,
  "species": ["C", "C", "C", "C", "N", "C", "O", "C", "C", "C", "O", "C", "C", "F", "F", "C", "F", "F", "C", "F", "F", "C", "F", "F", "O", "C", "C", "C", "C", "C", "C", "C", "N", "C", "C", "C", "C", "O", "C", "C", "C", "C", "H", "H", "H", "H", "H", "H", "H", "H", "H", "H", "H", "H", "H", "H", "H", "H", "H", "H", "H", "H", "H", "H", "H", "H", "H", "H", "H", "H", "H", "H", "H", "H", "H", "H", "H", "H", "H", "H", "Ca"],
  "xyz": [[-2.38, 4.86, -1.46], [-2.16, 3.86, -0.88], [-2.00, 2.65, -0.08], [-2.07, 3.14, 1.41], [-3.11, 1.69, -0.29], [-2.71, 0.41, -0.01], [-3.47, -0.51, 0.13], [-1.16, 0.35, -0.01], [-0.78, -0.08, 1.41], [-1.07, -1.55, 1.72], [0.16, -2.11, 2.10], [0.09, -3.29, 2.88], [1.10, -3.16, 4.04], [1.77, -4.34, 4.13], [2.01, -2.21, 3.80], [0.46, -2.95, 5.43], [1.44, -2.96, 6.35], [-0.35, -4.00, 5.69], [-0.35, -1.62, 5.59], [-0.09, -1.11, 6.81], [0.03, -0.70, 4.68], [-1.88, -1.79, 5.51], [-2.42, -0.55, 5.48], [-2.34, -2.43, 6.59], [-0.90, -0.65, -0.98], [0.51, -0.95, -1.18], [0.66, -2.46, -1.33], [-0.77, 1.80, -0.45], [0.54, 2.28, 0.20], [1.35, 3.30, -0.62], [2.42, 2.63, -1.47], [3.46, 1.89, -0.65], [3.81, 0.59, -1.21], [3.48, 0.05, -2.42], [4.00, -1.22, -2.55], [4.70, -1.47, -1.33], [4.58, -0.35, -0.55], [-0.48, 1.77, -1.87], [-1.57, 1.40, -2.56], [-1.03, 0.82, -4.03], [-1.14, -0.82, -4.14], [-2.16, -1.31, -5.32], [-2.38, 5.67, -2.15], [-1.33, 2.71, 2.06], [-1.93, 4.21, 1.45], [-3.05, 2.95, 1.85], [-4.02, 1.98, 0.04], [0.25, 0.11, 1.68], [-1.38, 0.52, 2.10], [-1.77, -1.59, 2.56], [-1.54, -2.09, 0.90], [0.37, -4.15, 2.30], [-0.90, -3.44, 3.31], [-2.19, -2.33, 4.62], [1.11, -0.62, -0.35], [0.83, -0.49, -2.11], [1.42, -2.70, -2.06], [0.98, -2.89, -0.38], [-0.29, -2.91, -1.60], [1.17, 1.41, 0.34], [0.37, 2.69, 1.18], [1.85, 3.95, 0.10], [0.74, 3.96, -1.23], [1.92, 1.99, -2.18], [2.91, 3.40, -2.06], [4.35, 2.49, -0.52], [3.08, 1.71, 0.35], [2.92, 0.58, -3.16], [3.88, -1.87, -3.39], [5.22, -2.39, -1.12], [5.02, -0.23, 0.43], [-2.13, 0.54, -2.07], [-2.26, 2.27, -2.83], [0.01, 1.10, -4.13], [-1.59, 1.34, -4.85], [-1.53, -1.31, -3.19], [-0.15, -1.23, -4.28], [-1.60, -2.05, -5.88], [-2.44, -0.47, -5.95], [-3.07, -1.79, -4.88], [-3.02, 0.10, -3.49]]
}